[1]
C2H9NO6 | the ωB97M-V functional and the def2-TZVPD basis

Properties
- ΔE to the lowest compared entry with this formula, charge and spin (kJ/mol) = 0.0
- largest force on an atom (hartree/bohr) = 0.0158
- SMILES = O=CNC(=O)O.O.O.O
- HOMO (eV) = -10.8
- Kohn-Sham gap (hartree) = 0.41514
- net charge = 0
- lowest unoccupied orbital energy (eV) = 0.54
- energy (Ha) = -587.85309

Bonds (Å) are listed after each position.
Cartesian coordinates (Å):
1 O 1.19 -0.83 -1.10  C2 1.218
2 C 1.41 0.21 -0.51  O1 1.218, N3 1.372, H7 1.087
3 N 0.68 0.63 0.57  C2 1.372, C4 1.397, H8 1.006
4 C -0.37 -0.07 1.16  N3 1.397, O5 1.338, O6 1.199
5 O -0.93 -1.02 0.39  C4 1.338, H9 0.985
6 O -0.85 0.24 2.22  C4 1.199
7 H 2.26 0.85 -0.75  C2 1.087
8 H 0.95 1.45 1.08  N3 1.006
9 H -0.26 -1.28 -0.27  O5 0.985
10 H 0.35 1.55 -2.96  O12 0.964
11 H -0.77 1.50 -1.92  O12 0.978
12 O 0.16 1.76 -2.03  H10 0.964, H11 0.978
13 H 1.65 -2.64 1.28  O15 0.963
14 H 1.35 -1.98 2.63  O15 0.962
15 O 1.62 -1.78 1.73  H13 0.963, H14 0.962
16 H -2.09 0.12 -1.02  O18 0.973
17 H -3.06 1.30 -1.25  O18 0.965
18 O -2.36 0.79 -1.67  H16 0.973, H17 0.965

[2]
C3H4N2O | the ωB97M-V functional and the def2-TZVPD basis

Properties
- ΔE to the lowest compared entry with this formula, charge and spin (kJ/mol) = 295.6
- largest force on an atom (hartree/bohr) = 0.0281
- SMILES = O[C@H]1C=CN=N1
- HOMO (eV) = -9.8
- Kohn-Sham gap (hartree) = 0.36489
- net charge = 0
- lowest unoccupied orbital energy (eV) = 0.15
- energy (Ha) = -301.37464

Bonds (Å) are listed after each position.
Cartesian coordinates (Å):
1 O 1.43 -1.18 -0.84  C2 1.374, H7 0.966
2 C 0.35 -0.46 -0.40  O1 1.374, C3 1.463, N6 1.459, H10 1.135
3 C 0.31 0.15 0.93  C2 1.463, C4 1.348, H8 1.083
4 C -0.55 1.17 0.78  C3 1.348, N5 1.405, H9 1.081
5 N -0.98 1.29 -0.55  C4 1.405, N6 1.267
6 N -0.37 0.46 -1.28  C2 1.459, N5 1.267
7 H 1.50 -1.06 -1.80  O1 0.966
8 H 0.84 -0.19 1.81  C3 1.083
9 H -0.95 1.86 1.52  C4 1.081
10 H -0.64 -0.99 -0.57  C2 1.135

[3]
C48H112N10O9 | the ωB97M-V functional and the def2-TZVPD basis

Properties
- largest force on an atom (hartree/bohr) = 0.1152
- SMILES = CCN(CC)CC.CCN(CC)CC.CCN(CC)CC.CCN(CC)CC.CCN(CC)CC.O=C1CCCO1.O=C1CCCO1.CC(N)=O.CC(N)=O.CC(N)=O.CC(N)=O.CC(N)=O
- HOMO (eV) = -7.3
- Kohn-Sham gap (hartree) = 0.26020
- net charge = 0
- lowest unoccupied orbital energy (eV) = -0.27
- energy (Ha) = -3120.74705

Bonds (Å) are listed after each position.
Cartesian coordinates (Å):
1 O -4.06 -6.36 -1.43  C2 1.244
2 C -4.22 -5.13 -1.57  O1 1.244, N3 1.298, C4 1.567
3 N -5.40 -4.60 -1.47  C2 1.298, H5 1.010, H6 1.010
4 C -3.03 -4.16 -1.88  C2 1.567, H7 1.090, H8 1.090, H9 1.090
5 H -6.13 -5.28 -1.34  N3 1.010
6 H -5.63 -3.75 -1.97  N3 1.010
7 H -2.36 -4.61 -2.61  C4 1.090
8 H -2.50 -3.92 -0.96  C4 1.090
9 H -3.38 -3.19 -2.25  C4 1.090
10 O 0.21 -4.43 0.28  C11 1.216
11 C 0.03 -5.56 0.69  O10 1.216, N12 1.311, C13 1.531
12 N 1.02 -6.29 1.14  C11 1.311, H14 1.010, H15 1.010
13 C -1.38 -6.13 0.88  C11 1.531, H16 1.090, H17 1.090, H18 1.090
14 H 1.94 -6.01 0.82  N12 1.010
15 H 0.89 -6.98 1.87  N12 1.010
16 H -1.31 -7.21 1.04  C13 1.090
17 H -1.94 -6.09 -0.05  C13 1.090
18 H -2.01 -5.72 1.67  C13 1.090
19 O -1.48 -0.55 -3.13  C20 1.163
20 C -1.42 -0.68 -4.29  O19 1.163, N21 1.340, C22 1.481
21 N -2.42 -1.24 -4.98  C20 1.340, H23 1.010, H24 1.010
22 C -0.28 -0.20 -5.10  C20 1.481, H25 1.090, H26 1.090, H27 1.090
23 H -2.31 -1.36 -5.98  N21 1.010
24 H -3.27 -1.59 -4.56  N21 1.010
25 H -0.14 -0.85 -5.96  C22 1.090
26 H 0.67 -0.22 -4.56  C22 1.090
27 H -0.53 0.78 -5.51  C22 1.090
28 O 0.01 -0.57 1.53  C29 1.247
29 C -0.40 -0.51 0.36  O28 1.247, N30 1.296, C31 1.514
30 N -0.53 -1.52 -0.45  C29 1.296, H32 1.010, H33 1.010
31 C -0.73 0.82 -0.28  C29 1.514, H34 1.090, H35 1.090, H36 1.090
32 H -0.94 -1.34 -1.36  N30 1.010
33 H -0.36 -2.45 -0.10  N30 1.010
34 H -0.03 1.59 0.08  C31 1.090
35 H -1.73 1.06 0.07  C31 1.090
36 H -0.50 0.94 -1.34  C31 1.090
37 O -6.09 2.34 -2.20  C38 1.215
38 C -5.26 1.93 -3.00  O37 1.215, N39 1.275, C40 1.508
39 N -5.56 1.62 -4.20  C38 1.275, H41 1.010, H42 1.010
40 C -3.81 1.77 -2.62  C38 1.508, H43 1.090, H44 1.090, H45 1.090
41 H -4.91 1.41 -4.94  N39 1.010
42 H -6.46 1.88 -4.57  N39 1.010
43 H -3.27 1.19 -3.36  C40 1.090
44 H -3.82 1.22 -1.67  C40 1.090
45 H -3.28 2.69 -2.39  C40 1.090
46 C 6.36 1.68 -3.06  C47 1.520, H53 1.090, H54 1.090, H55 1.090
47 C 5.09 1.49 -2.24  C46 1.520, N48 1.490, H56 1.090, H57 1.090
48 N 5.00 0.06 -1.84  C47 1.490, C49 1.481, C51 1.458
49 C 3.64 -0.15 -1.30  N48 1.481, C50 1.509, H58 1.090, H59 1.090
50 C 2.52 -0.07 -2.31  C49 1.509, H60 1.090, H61 1.090, H62 1.090
51 C 6.02 -0.56 -1.00  N48 1.458, C52 1.551, H63 1.090, H64 1.090
52 C 6.13 0.26 0.31  C51 1.551, H65 1.090, H66 1.090, H67 1.090
53 H 7.20 1.99 -2.43  C46 1.090
54 H 6.21 2.55 -3.69  C46 1.090
55 H 6.64 0.80 -3.64  C46 1.090
56 H 5.01 2.16 -1.38  C47 1.090
57 H 4.26 1.69 -2.91  C47 1.090
58 H 3.59 -1.12 -0.82  C49 1.090
59 H 3.36 0.50 -0.47  C49 1.090
60 H 1.67 -0.55 -1.82  C50 1.090
61 H 2.26 0.98 -2.46  C50 1.090
62 H 2.84 -0.57 -3.22  C50 1.090
63 H 7.03 -0.46 -1.42  C51 1.090
64 H 5.86 -1.63 -0.85  C51 1.090
65 H 7.14 0.03 0.66  C52 1.090
66 H 5.51 -0.18 1.09  C52 1.090
67 H 5.99 1.34 0.28  C52 1.090
68 C 1.48 7.38 -3.26  C69 1.521, H75 1.090, H76 1.090, H77 1.090
69 C 1.34 5.96 -3.77  C68 1.521, N70 1.467, H78 1.090, H79 1.090
70 N 1.51 5.00 -2.68  C69 1.467, C71 1.463, C73 1.490
71 C 2.88 4.98 -2.17  N70 1.463, C72 1.576, H80 1.090, H81 1.090
72 C 2.90 4.75 -0.61  C71 1.576, H82 1.090, H83 1.090, H84 1.090
73 C 1.05 3.63 -3.06  N70 1.490, C74 1.529, H85 1.090, H86 1.090
74 C -0.47 3.53 -3.23  C73 1.529, H87 1.090, H88 1.090, H89 1.090
75 H 0.80 7.64 -2.45  C68 1.090
76 H 1.22 7.96 -4.15  C68 1.090
77 H 2.49 7.66 -2.95  C68 1.090
78 H 0.34 5.95 -4.21  C69 1.090
79 H 1.96 5.74 -4.64  C69 1.090
80 H 3.39 5.93 -2.33  C71 1.090
81 H 3.51 4.26 -2.70  C71 1.090
82 H 2.21 5.49 -0.18  C72 1.090
83 H 3.92 4.87 -0.24  C72 1.090
84 H 2.62 3.75 -0.29  C72 1.090
85 H 1.47 3.49 -4.06  C73 1.090
86 H 1.34 2.91 -2.29  C73 1.090
87 H -0.73 4.02 -4.16  C74 1.090
88 H -0.78 2.48 -3.28  C74 1.090
89 H -0.93 4.12 -2.44  C74 1.090
90 C 2.09 -4.57 6.19  C91 1.563, H97 1.090, H98 1.090, H99 1.090
91 C 3.12 -3.57 5.60  C90 1.563, N92 1.459, H100 1.090, H101 1.090
92 N 2.71 -3.00 4.32  C91 1.459, C93 1.489, C95 1.463
93 C 3.38 -1.68 4.10  N92 1.489, C94 1.535, H102 1.090, H103 1.090
94 C 3.46 -1.13 2.67  C93 1.535, H104 1.090, H105 1.090, H106 1.090
95 C 2.39 -3.95 3.26  N92 1.463, C96 1.536, H107 1.090, H108 1.090
96 C 3.59 -4.81 2.85  C95 1.536, H109 1.090, H110 1.090, H111 1.090
97 H 2.31 -4.78 7.24  C90 1.090
98 H 2.08 -5.42 5.51  C90 1.090
99 H 1.09 -4.16 6.07  C90 1.090
100 H 3.18 -2.76 6.32  C91 1.090
101 H 4.09 -4.07 5.50  C91 1.090
102 H 2.78 -0.94 4.63  C93 1.090
103 H 4.38 -1.74 4.53  C93 1.090
104 H 3.99 -0.17 2.63  C94 1.090
105 H 3.83 -1.96 2.07  C94 1.090
106 H 2.50 -0.97 2.18  C94 1.090
107 H 2.04 -3.40 2.38  C95 1.090
108 H 1.53 -4.58 3.50  C95 1.090
109 H 4.52 -4.30 2.61  C96 1.090
110 H 3.33 -5.54 2.08  C96 1.090
111 H 3.79 -5.43 3.73  C96 1.090
112 C -4.75 -4.78 2.72  C113 1.495, H119 1.090, H120 1.090, H121 1.090
113 C -4.67 -3.67 1.72  C112 1.495, N114 1.460, H122 1.090, H123 1.090
114 N -4.46 -2.33 2.27  C113 1.460, C115 1.457, C117 1.468
115 C -3.03 -2.18 2.51  N114 1.457, C116 1.538, H124 1.090, H125 1.090
116 C -2.73 -0.84 3.19  C115 1.538, H126 1.090, H127 1.090, H128 1.090
117 C -5.01 -1.30 1.38  N114 1.468, C118 1.483, H129 1.090, H130 1.090
118 C -4.32 -1.10 0.09  C117 1.483, H131 1.090, H132 1.090, H133 1.090
119 H -5.48 -4.56 3.50  C112 1.090
120 H -3.79 -4.80 3.25  C112 1.090
121 H -4.75 -5.82 2.39  C112 1.090
122 H -3.87 -3.86 1.01  C113 1.090
123 H -5.57 -3.63 1.12  C113 1.090
124 H -2.65 -3.09 2.97  C115 1.090
125 H -2.54 -2.05 1.55  C115 1.090
126 H -3.23 -0.71 4.15  C116 1.090
127 H -1.67 -0.76 3.42  C116 1.090
128 H -3.01 0.01 2.57  C116 1.090
129 H -4.84 -0.43 2.01  C117 1.090
130 H -6.09 -1.44 1.34  C117 1.090
131 H -5.00 -0.63 -0.62  C118 1.090
132 H -3.88 -1.99 -0.37  C118 1.090
133 H -3.48 -0.41 0.10  C118 1.090
134 C -1.43 6.25 2.41  C135 1.550, H141 1.090, H142 1.090, H143 1.090
135 C -1.86 5.37 1.21  C134 1.550, N136 1.440, H144 1.090, H145 1.090
136 N -3.28 5.15 1.13  C135 1.440, C137 1.490, C139 1.432
137 C -3.69 4.56 -0.18  N136 1.490, C138 1.543, H146 1.090, H147 1.090
138 C -5.20 4.74 -0.44  C137 1.543, H148 1.090, H149 1.090, H150 1.090
139 C -3.82 4.42 2.24  N136 1.432, C140 1.506, H151 1.090, H152 1.090
140 C -3.24 3.08 2.60  C139 1.506, H153 1.090, H154 1.090, H155 1.090
141 H -0.45 6.70 2.31  C134 1.090
142 H -1.37 5.63 3.31  C134 1.090
143 H -2.10 7.10 2.56  C134 1.090
144 H -1.44 5.80 0.30  C135 1.090
145 H -1.37 4.40 1.27  C135 1.090
146 H -3.03 4.92 -0.97  C137 1.090
147 H -3.53 3.48 -0.09  C137 1.090
148 H -5.82 3.87 -0.24  C138 1.090
149 H -5.59 5.60 0.10  C138 1.090
150 H -5.49 4.89 -1.48  C138 1.090
151 H -4.90 4.38 2.09  C139 1.090
152 H -3.79 5.06 3.12  C139 1.090
153 H -3.82 2.36 3.19  C140 1.090
154 H -2.37 3.28 3.22  C140 1.090
155 H -2.92 2.61 1.66  C140 1.090
156 O 3.89 4.08 2.90  C157 1.178
157 C 2.90 3.52 3.20  O156 1.178, O158 1.428, C161 1.539
158 O 2.95 2.26 3.86  C157 1.428, C159 1.377
159 C 1.69 1.86 4.27  O158 1.377, C160 1.503, H162 1.090, H163 1.090
160 C 0.85 3.07 3.99  C159 1.503, C161 1.467, H164 1.090, H165 1.090
161 C 1.46 4.05 3.09  C157 1.539, C160 1.467, H166 1.090, H167 1.090
162 H 1.64 1.63 5.33  C159 1.090
163 H 1.29 0.99 3.74  C159 1.090
164 H 0.60 3.52 4.96  C160 1.090
165 H -0.13 2.92 3.55  C160 1.090
166 H 1.33 5.04 3.52  C161 1.090
167 H 1.11 4.14 2.06  C161 1.090
168 O 4.32 -5.02 -0.97  C169 1.230
169 C 3.48 -4.83 -1.84  O168 1.230, O170 1.320, C173 1.529
170 O 2.59 -5.77 -2.10  C169 1.320, C171 1.408
171 C 1.55 -5.22 -2.88  O170 1.408, C172 1.520, H174 1.090, H175 1.090
172 C 1.66 -3.71 -2.77  C171 1.520, C173 1.512, H176 1.090, H177 1.090
173 C 3.15 -3.54 -2.59  C169 1.529, C172 1.512, H178 1.090, H179 1.090
174 H 0.56 -5.53 -2.55  C171 1.090
175 H 1.79 -5.56 -3.89  C171 1.090
176 H 1.18 -3.33 -1.87  C172 1.090
177 H 1.38 -3.18 -3.68  C172 1.090
178 H 3.45 -2.65 -2.04  C173 1.090
179 H 3.77 -3.56 -3.49  C173 1.090

[4]
C3H5NO4P | the ωB97M-V functional and the def2-TZVPD basis

Properties
- ΔE to the lowest compared entry with this formula, charge and spin (kJ/mol) = 204.9
- largest force on an atom (hartree/bohr) = 0.0795
- HOMO (alpha / beta) (eV) = -5.0 / -5.0
- Kohn-Sham gap (alpha / beta) (hartree) = 0.31355 / 0.31361
- net charge = -1
- lowest unoccupied orbital energy (alpha / beta) (eV) = 3.50 / 3.50
- energy (Ha) = -814.40678

Bonds (Å) are listed after each position.
Cartesian coordinates (Å):
1 C -1.83 0.01 1.22  C2 1.315, H10 1.061, H11 1.095
2 C -1.48 0.41 0.02  C1 1.315, C3 1.518, H12 1.028
3 C -0.44 -0.33 -0.81  C2 1.518, N4 1.436, H13 1.149, H14 1.106
4 N 0.80 0.39 -0.91  C3 1.436, O7 1.255, P9 1.905
5 O 3.40 0.50 -0.04  P9 1.447
6 O 2.18 -1.76 -0.08  P9 1.476
7 O 0.75 1.61 -1.19  N4 1.255
8 O 1.05 0.17 1.07  P9 1.551
9 P 2.22 -0.30 0.16  N4 1.905, O5 1.447, O6 1.476, O8 1.551
10 H -2.63 0.56 1.65  C1 1.061
11 H -1.28 -0.85 1.61  C1 1.095
12 H -1.79 1.25 -0.50  C2 1.028
13 H -0.78 -0.41 -1.91  C3 1.149
14 H -0.17 -1.27 -0.29  C3 1.106

Number 3 is which compound? C48H112N10O9

What is the energy in the fourth record? -814.40678 Ha

Which value of net charge does entry 3 give? 0

The lowest energy belongs to which entry? C48H112N10O9